Density functional theory data (ωB97M-V/def2-TZVPD) for 2 unconnected molecules or ions with the total composition C3H3NS2 at a distorted geometry.

The geometry in XYZ format:
```
9
Properties=species:S:1:pos:R:3:forces:R:3
N 0.1893 0.6339 -1.7239 0.142 -0.353 0.270
C -0.5217 0.1066 -0.9819 -0.106 1.066 -1.513
S -1.9026 -0.4000 -0.1857 -0.437 0.486 1.520
S -2.0074 1.1784 1.2709 -1.052 0.186 -1.773
H -2.7613 2.0778 0.4564 1.009 -1.127 1.011
C 2.1924 -1.0936 -0.0478 0.004 0.106 0.222
C 1.4274 -0.7625 0.8044 1.191 -0.653 -0.996
H 2.7989 -1.2819 -0.8833 0.545 -0.256 -0.294
H 0.5849 -0.4587 1.2908 -1.296 0.545 1.553
```
Positions in Å, forces in eV/Å.

## Properties
**SMILES**: N#CSS.C#C
**Relative energy (zero: lowest compared OMol25 entry of this formula, charge and spin)**: 263.19 kJ/mol
**Lowest unoccupied orbital energy**: -0.835 eV
**Frontier orbital gap**: 9.22 eV

Density functional theory data (ωB97M-V/def2-TZVPD) for a molecular structure, C3H3NdO3 at a distorted geometry.

The geometry in XYZ format:
```
10
Properties=species:S:1:pos:R:3:forces:R:3
O -2.4096 1.4908 -1.6949 -3.469 -1.961 -3.490
O 1.3104 -0.8832 -0.3882 -2.117 1.475 -2.164
C 1.8564 -1.2529 0.7543 0.332 -0.184 1.530
C 1.7187 -0.6197 1.9349 0.222 -0.249 -0.434
O -4.4376 2.3617 -2.1743 1.795 -4.606 -2.616
C -3.5349 1.5706 -2.2820 0.928 6.987 6.124
Nd -0.3534 0.2044 -1.7140 2.710 -1.681 1.460
H 2.4695 -2.1687 0.7206 -0.305 0.294 -0.114
H 1.2019 0.3398 2.0154 0.016 -0.307 0.015
H 2.1786 -1.0429 2.8283 -0.112 0.233 -0.310
```
Positions in Å, forces in eV/Å.

## Properties
**Total charge**: +1
**Multiplicity**: 5
**Expectation value of S²**: 6.01
**Relative energy (zero: lowest compared OMol25 entry of this formula, charge and spin)**: 110.60 kJ/mol
**Lowest unoccupied orbital energy (alpha / beta)**: -7.387 / -7.249 eV
**Frontier orbital gap (alpha / beta)**: 3.31 / 3.48 eV

Density functional theory data (ωB97M-V/def2-TZVPD) for a gas-phase ion, C3H3O2 (charge +1) at a distorted geometry.

The geometry in XYZ format:
```
8
Properties=species:S:1:pos:R:3:forces:R:3
C -0.5847 -0.3411 0.0811 0.230 0.153 -0.098
C -1.6458 0.3435 0.0752 -1.105 0.370 0.041
C 1.7936 -0.2145 -0.0987 0.949 0.916 -0.111
O 0.4550 -0.9568 0.0607 -0.549 -1.093 0.127
O 1.8016 0.9299 0.0346 0.056 -0.207 -0.043
H -2.1027 0.7275 0.9819 0.271 -0.035 0.262
H -2.2478 0.5013 -0.8166 0.286 -0.107 -0.234
H 2.5309 -0.9897 -0.3183 -0.140 0.002 0.056
```
Positions in Å, forces in eV/Å.

## Properties
**Total charge**: +1
**Relative energy (zero: lowest compared OMol25 entry of this formula, charge and spin)**: 169.09 kJ/mol
**Lowest unoccupied orbital energy**: -6.213 eV
**Frontier orbital gap**: 10.57 eV

Density functional theory data (ωB97M-V/def2-TZVPD) for a molecular structure, C3H3O2Pm at a distorted geometry.

The geometry in XYZ format:
```
9
Properties=species:S:1:pos:R:3:forces:R:3
C -1.9485 0.4345 0.7059 4.786 5.403 -0.322
C -1.1838 1.2561 -0.0177 -4.013 -3.333 0.202
H -2.2117 0.3047 1.7560 -1.547 -1.440 -0.217
H -0.5521 2.0115 0.4744 -0.035 -0.236 0.545
H -1.2694 1.3136 -1.1088 0.052 0.151 -0.038
O 0.1109 -1.6787 0.6259 0.955 2.313 -1.517
C 0.9474 -1.2043 -0.0306 -1.002 -4.237 2.404
Pm 4.1333 -1.2835 -1.7996 0.547 -0.162 -0.228
O 1.9741 -1.1538 -0.6055 0.259 1.542 -0.830
```
Positions in Å, forces in eV/Å.

## Properties
**Total charge**: +3
**Multiplicity**: 6
**Expectation value of S²**: 8.75
**Relative energy (zero: lowest compared OMol25 entry of this formula, charge and spin)**: 235.19 kJ/mol
**Lowest unoccupied orbital energy (alpha / beta)**: -14.627 / -14.627 eV
**Frontier orbital gap (alpha / beta)**: 6.40 / 9.05 eV

Density functional theory data (ωB97M-V/def2-TZVPD) for a molecular structure, C3H3O2Sc at a distorted geometry.

The geometry in XYZ format:
```
9
Properties=species:S:1:pos:R:3:forces:R:3
H 2.1060 2.9542 1.6801 0.034 -0.515 0.177
O 0.0935 0.4022 0.9893 0.834 -1.181 -0.235
O -1.8936 -0.0427 0.2621 -0.044 -2.169 -1.487
C 1.6352 2.2348 0.9944 0.920 -1.599 0.042
C 0.9234 1.2666 1.6739 -1.308 2.527 0.030
C -1.2487 0.7896 0.9303 0.242 0.919 0.761
H 2.2646 1.0381 1.1865 -0.906 1.011 -0.408
H 0.6098 1.4096 2.7175 0.261 -0.640 0.020
Sc -1.7397 -1.8358 -0.9378 -0.033 1.647 1.100
```
Positions in Å, forces in eV/Å.

## Properties
**Relative energy (zero: lowest compared OMol25 entry of this formula, charge and spin)**: 319.94 kJ/mol
**Lowest unoccupied orbital energy (alpha / beta)**: -1.025 / -0.990 eV
**Frontier orbital gap (alpha / beta)**: 6.50 / 6.51 eV

Density functional theory data (ωB97M-V/def2-TZVPD) for a molecular structure, C3H3O2Tb at a distorted geometry.

The geometry in XYZ format:
```
9
Properties=species:S:1:pos:R:3:forces:R:3
O 0.3372 -0.3741 0.1317 -0.189 -1.060 -2.153
C -0.9832 3.4323 2.6245 -0.582 1.306 0.607
O -1.4239 4.3677 3.0490 0.277 -0.714 -0.309
Tb 0.2176 1.3202 1.5648 0.351 -0.696 -0.187
C 0.1594 -0.9324 -1.0516 -1.150 3.976 2.070
C 0.5675 -2.1644 -1.4015 1.297 -2.808 -0.379
H -0.3793 -0.3218 -1.7933 0.194 -0.188 0.265
H 0.3619 -2.5347 -2.4058 0.015 0.063 0.248
H 1.1428 -2.7928 -0.7179 -0.213 0.121 -0.162
```
Positions in Å, forces in eV/Å.

## Properties
**Total charge**: +2
**Multiplicity**: 7
**Expectation value of S²**: 13.02
**Lowest unoccupied orbital energy (alpha / beta)**: -10.970 / -9.161 eV
**Frontier orbital gap (alpha / beta)**: 7.38 / 8.55 eV

Density functional theory data (ωB97M-V/def2-TZVPD) for a molecular structure, C3H3O2Tb at a distorted geometry.

The geometry in XYZ format:
```
9
Properties=species:S:1:pos:R:3:forces:R:3
C -1.5035 0.2268 -0.6680 0.747 0.966 -0.740
C -0.3305 -0.3962 -0.7511 -1.610 -1.518 -0.783
H -1.5766 1.3141 -0.6330 -0.162 -0.041 -0.060
H -0.1954 -1.4528 -0.9861 0.627 0.359 -0.212
H -2.4138 -0.3462 -0.8380 -0.064 -0.231 0.632
O 0.9274 0.4973 -0.9190 2.650 -2.383 1.273
C 1.4642 -0.0037 0.1029 -5.450 5.288 0.784
O 1.3450 0.3008 1.2748 2.765 -2.382 -2.355
Tb 2.2833 -0.1401 3.4173 0.497 -0.059 1.461
```
Positions in Å, forces in eV/Å.

## Properties
**Total charge**: +3
**Multiplicity**: 8
**Expectation value of S²**: 15.76
**Relative energy (zero: lowest compared OMol25 entry of this formula, charge and spin)**: 308.01 kJ/mol
**Lowest unoccupied orbital energy (alpha / beta)**: -17.089 / -17.070 eV
**Frontier orbital gap (alpha / beta)**: 6.42 / 6.54 eV

Density functional theory data (ωB97M-V/def2-TZVPD) for a molecular structure, C3H3O2Y at a distorted geometry.

The geometry in XYZ format:
```
9
Properties=species:S:1:pos:R:3:forces:R:3
O 1.1066 0.4636 1.1510 -1.581 1.329 0.403
Y -1.7913 -1.8925 -1.3621 1.397 1.201 1.621
O -0.3426 -0.8424 0.0981 -4.461 -2.273 -3.284
C 0.7385 -0.3033 0.1920 2.813 0.626 2.620
C 2.0139 -0.1958 2.0224 1.679 -0.555 -2.230
C 1.8961 -1.5461 2.0036 0.385 -0.329 0.398
H 2.9201 0.3932 2.1460 -0.109 0.047 0.087
H 0.9851 -2.0463 2.3383 -0.196 0.012 -0.988
H 2.7979 -2.1370 1.8384 0.073 -0.058 1.374
```
Positions in Å, forces in eV/Å.

## Properties
**Total charge**: +3
**Multiplicity**: 2
**Expectation value of S²**: 0.76
**Relative energy (zero: lowest compared OMol25 entry of this formula, charge and spin)**: 507.35 kJ/mol
**Lowest unoccupied orbital energy (alpha / beta)**: -17.002 / -17.039 eV
**Frontier orbital gap (alpha / beta)**: 3.80 / 3.60 eV